Entry 1:
This record from the Open Molecules 2025 dataset describes a 2-piece molecular cluster, C10H24BIN2O5P overall in a non-equilibrium geometry. The level of theory is ωB97M-V/def2-TZVPD.

Last column: Löwdin charge in e.
CARTESIAN COORDINATES (ANGSTROEM)
1 C -0.066 -2.568 -0.151  -0.06
2 C 0.196 -1.293 -0.949  -0.25
3 O 1.270 -0.503 -0.400  -0.21
4 P 1.084 0.475 0.847  0.49
5 O 2.006 0.082 1.945  -0.30
6 C -0.621 0.520 1.424  -0.20
7 C -1.503 1.697 0.954  -0.27
8 C -2.986 1.285 0.843  -0.27
9 B -3.351 0.607 -0.575  -0.96
10 I -3.121 2.169 -2.248  0.57
11 C -4.920 0.061 -0.609  -0.22
12 C -5.065 -0.974 -1.642  -0.36
13 O -4.792 -2.148 -1.505  0.00
14 O 1.504 1.917 0.319  -0.19
15 C 1.125 2.379 -0.996  -0.28
16 C 2.330 2.999 -1.666  -0.07
17 H 0.707 -2.711 0.603  0.07
18 H -1.048 -2.554 0.320  0.07
19 H -0.043 -3.435 -0.811  0.07
20 H -0.711 -0.708 -1.076  0.08
21 H 0.534 -1.558 -1.950  0.12
22 H -0.497 0.577 2.506  0.10
23 H -1.148 -0.410 1.214  0.08
24 H -1.196 2.074 -0.017  0.02
25 H -1.413 2.509 1.678  0.11
26 H -3.625 2.144 1.067  0.09
27 H -3.198 0.537 1.618  0.09
28 H -2.604 -0.316 -0.813  0.04
29 H -5.222 -0.327 0.365  0.10
30 H -5.546 0.912 -0.885  0.07
31 H -5.433 -0.635 -2.627  0.11
32 H 0.686 1.591 -1.606  0.11
33 H 0.355 3.140 -0.874  0.11
34 H 3.205 2.353 -1.601  0.08
35 H 2.576 3.952 -1.195  0.07
36 H 2.106 3.205 -2.713  0.08
37 C 5.213 -2.463 1.288  -0.69
38 O 6.148 -3.206 1.023  0.00
39 N 3.933 -2.901 1.457  0.16
40 N 5.354 -1.111 1.440  0.15
41 H 3.188 -2.257 1.675  0.07
42 H 3.744 -3.878 1.353  0.10
43 H 6.271 -0.727 1.324  0.09
44 H 4.577 -0.503 1.646  0.08

The maximum force comes out at 0.030 hartree/bohr. The net charge is -1. The spin multiplicity is 1. As for the HOMO energy: -5.5 eV. The calculation puts the LUMO energy at 2.6602 eV. As for the gap between HOMO and LUMO: 8.20 eV.


Entry 2:
This record from the Open Molecules 2025 dataset describes C5H12NO in the gas phase in a non-equilibrium geometry. The level of theory is ωB97M-V/def2-TZVPD.

Last column: Löwdin spin population.
CARTESIAN COORDINATES (ANGSTROEM)
1 C -1.631 0.010 -2.325  0.00
2 C -0.742 -0.582 -1.185  0.01
3 N -0.252 0.595 -0.385  0.00
4 C 1.040 1.313 1.702  0.01
5 C 0.312 0.127 0.948  0.01
6 C 1.134 -1.068 1.184  0.11
7 O 0.940 -1.691 2.382  0.77
8 H -1.021 0.685 -2.890  0.00
9 H -2.470 0.334 -1.776  0.00
10 H -2.131 -0.684 -3.074  0.00
11 H -0.013 -1.351 -1.446  0.00
12 H -1.364 -1.142 -0.439  0.00
13 H 0.388 1.331 -0.798  0.00
14 H 1.443 0.843 2.675  0.00
15 H 1.729 1.884 1.090  0.00
16 H 0.277 2.149 1.906  0.00
17 H -0.687 -0.058 1.314  0.00
18 H 0.763 -1.679 0.359  0.07
19 H 2.286 -1.018 0.759  0.02

The maximum force comes out at 0.084 hartree/bohr. The spin multiplicity is 2. As for the HOMO energy (spin up / spin down): -9.1 / -9.1 eV. The calculation puts the LUMO energy (spin up / spin down) at 0.9880 / -1.5503 eV. As for the gap between HOMO and LUMO (spin up / spin down): 10.07 / 7.51 eV. As for the energy above the lowest of the compared OMol25 structures with the same formula, charge and spin: 2.240 eV. Its expectation value of S² is 0.75.


Entry 3:
This record from the Open Molecules 2025 dataset describes an isolated ion of composition C3H10N5 and charge +1 in a non-equilibrium geometry. The level of theory is ωB97M-V/def2-TZVPD.

Last column: Löwdin charge in e.
CARTESIAN COORDINATES (ANGSTROEM)
1 C -0.299 0.520 -0.326  -0.38
2 C 0.118 1.841 0.465  0.03
3 C 1.886 -0.533 -0.693  0.03
4 N -2.546 0.552 -0.649  0.22
5 N 0.153 -1.654 0.601  0.02
6 N -1.141 -1.868 0.444  0.22
7 N 0.606 -0.554 -0.019  -0.15
8 N -1.558 0.153 -0.053  -0.07
9 H -0.069 0.738 -1.391  0.16
10 H 0.178 1.883 1.556  0.09
11 H -0.664 2.534 0.349  0.07
12 H 1.078 2.150 0.076  0.08
13 H 1.899 -1.273 -1.406  0.07
14 H 1.843 0.554 -1.087  0.13
15 H 2.712 -0.686 0.009  0.11
16 H -3.340 0.013 -0.377  0.08
17 H 0.757 -1.978 1.342  0.19
18 H -1.614 -2.393 1.159  0.11

The maximum force comes out at 0.091 hartree/bohr. The net charge is +1. The spin multiplicity is 1. As for the HOMO energy (spin up / spin down): -12.9 / -12.9 eV. The calculation puts the LUMO energy (spin up / spin down) at -5.4792 / -5.4789 eV. Its SMILES is [H]/N=N/[C@@H](C)N(C)/[NH+]=N/[H]. As for the gap between HOMO and LUMO (spin up / spin down): 7.43 / 7.43 eV. As for the energy above the lowest of the compared OMol25 structures with the same formula, charge and spin: 6.678 eV.


Entry 4:
This record from the Open Molecules 2025 dataset describes C8H10N4 in the gas phase in a non-equilibrium geometry. The level of theory is ωB97M-V/def2-TZVPD.

Last column: Löwdin charge in e.
CARTESIAN COORDINATES (ANGSTROEM)
1 C -2.123 0.984 1.067  -0.21
2 C -2.057 0.657 -1.372  -0.23
3 C -0.366 -1.758 -0.448  -0.13
4 C -0.325 -0.332 0.187  -0.31
5 C -1.634 0.317 -0.086  -0.27
6 C 1.042 1.681 0.596  -0.07
7 C 2.235 -0.416 0.021  -0.06
8 C 0.921 0.383 -0.298  -0.36
9 N -2.420 1.502 2.063  0.17
10 N -2.384 0.886 -2.444  0.19
11 N -1.709 -2.372 -0.531  0.00
12 N -2.648 -1.747 -0.273  0.23
13 H -0.126 -1.726 -1.480  0.11
14 H 0.377 -2.440 0.139  0.16
15 H -0.120 -0.546 1.292  0.17
16 H 1.871 2.478 0.223  0.14
17 H 1.030 1.419 1.650  0.08
18 H 0.110 2.151 0.402  0.04
19 H 3.166 0.136 -0.133  0.09
20 H 2.151 -1.374 -0.281  0.01
21 H 2.268 -0.562 1.105  0.09
22 H 0.742 0.680 -1.400  0.17

The maximum force comes out at 0.072 hartree/bohr. The spin multiplicity is 1. As for the HOMO energy (spin up / spin down): -9.0 / -9.1 eV. The calculation puts the LUMO energy (spin up / spin down) at -1.6928 / -0.8973 eV. As for the gap between HOMO and LUMO (spin up / spin down): 7.28 / 8.23 eV. As for the energy above the lowest of the compared OMol25 structures with the same formula, charge and spin: 4.383 eV.


Values of total energy, in order: -1545.2909; -327.5448; -393.6126; -529.7108, all in hartree.